{
  "formula": "C12H24O12",
  "method": "the ωB97M-V functional and the def2-TZVPD basis",
  "elements": ["C", "C", "H", "H", "H", "H", "H", "H", "O", "C", "H", "O", "O", "H", "C", "H", "H", "C", "H", "H", "O", "O", "H", "H", "H", "O", "C", "H", "H", "O", "H", "H", "C", "C", "H", "O", "C", "H", "C", "O", "C", "H", "H", "O", "O", "C", "O", "H"],
  "coordinates": [[0.824349, 1.850955, 0.136077], [-0.705341, 0.036985, -2.369993], [0.387109, -3.368025, -1.118143], [-4.806071, -1.259105, -0.175793], [-0.791671, 0.511055, -3.347683], [-2.826651, 2.531445, 0.113177], [-2.185141, 6.731105, 0.519127], [2.185059, -2.559995, 2.608327], [2.992189, -4.485995, -2.099723], [4.767269, -5.042595, 0.175077], [-0.661901, -1.046935, -2.476513], [1.799279, 1.057875, 0.732527], [2.301919, -2.901925, -0.559173], [-5.082391, 0.062985, 0.837977], [3.090349, -3.795545, -1.085413], [-1.958061, 1.109745, 0.666097], [-5.596541, 0.107955, -0.902013], [-2.183211, 2.149015, 0.905537], [-0.080561, 1.247895, 0.061517], [-3.161011, 6.260175, 1.908657], [-0.969671, 2.866045, 0.840057], [0.726929, -0.803135, 0.476257], [-1.464381, 6.639615, 2.217057], [-2.684021, 2.273625, 1.865617], [4.536449, -5.110915, 1.238157], [0.146849, 4.869705, 0.678037], [-2.157481, 6.225875, 1.484567], [3.842459, -2.288855, 1.911997], [0.549559, -1.719675, -0.742803], [-1.667921, 0.402605, -1.457883], [1.239879, -2.221025, -2.219683], [0.252109, 0.343845, -1.949023], [1.631749, -0.190065, 0.904417], [2.770809, -2.125255, 1.798387], [0.565519, 2.823305, 0.555167], [-3.567071, 0.402945, -0.578143], [1.100929, -2.547325, -1.188983], [2.481239, -2.679005, 0.905297], [-4.816261, -0.169295, -0.193203], [-2.018931, 4.812855, 1.301877], [-2.756181, -0.294975, -1.400813], [1.055809, 1.907565, -0.927563], [5.830329, -5.000165, -0.061973], [4.021649, -3.885985, -0.139373], [-2.992571, -1.362285, -1.958773], [-0.933981, 4.242925, 0.832757], [2.645129, -0.689215, 1.571437], [4.322109, -5.920825, -0.292523]],
  "forces_ev_per_a": [[-0.1, -1.5, -2.4], [2.2, -1.0, -0.9], [0.2, -0.4, -0.5], [0.5, -0.1, -0.4], [-0.5, 0.1, 0.1], [-0.2, -0.2, 0.2], [0.4, 0.1, 0.2], [0.0, 0.8, 0.5], [0.0, 1.8, 2.0], [-1.0, -0.8, 0.2], [-0.2, 0.1, -0.2], [2.4, 2.8, 1.0], [-1.6, 1.2, -2.6], [0.3, 0.8, -0.2], [0.7, -2.9, -1.5], [0.2, 0.5, 0.5], [0.0, 0.3, 0.2], [-1.0, 0.5, -0.3], [0.3, 0.0, 0.5], [0.1, 0.3, 0.0], [-3.2, 4.0, 0.8], [-3.4, -0.9, 0.8], [0.3, -0.2, -0.4], [0.1, -0.1, 0.1], [0.8, -0.4, 0.2], [-3.3, -2.2, -0.3], [-0.7, -0.3, 0.0], [-0.2, 0.1, 0.4], [1.2, -1.0, -0.2], [0.1, 1.4, 0.3], [0.4, -0.6, -0.2], [-0.1, 0.0, -0.1], [1.8, -0.3, 1.0], [0.0, -0.1, -0.1], [3.0, -1.4, -0.1], [-0.7, -0.8, 0.0], [-2.1, -0.6, -2.3], [0.2, 0.9, 1.7], [-0.5, -1.1, -0.2], [-0.9, -0.9, -0.3], [-2.0, -2.2, -0.4], [0.6, 0.7, -0.2], [-0.2, 0.4, 0.0], [1.3, 0.5, -0.3], [0.2, 1.9, 1.0], [3.5, 1.3, 1.6], [0.9, -0.6, 1.2], [0.1, 0.0, -0.2]],
  "homo_energy_ev": -9.84,
  "relative_energy_kj_mol": 546.2,
  "multiplicity": 1,
  "energy_ev": -37397.7108
}